[1]
This record from the OMol25 dataset describes C17H21N5OPdS as an isolated structure at a distorted geometry. The level of theory is ωB97M-V with the def2-TZVPD basis set.

Summary:
* 2S+1: 5
* HOMO-LUMO gap (spin up / spin down): 7.43 / 6.15 eV
* net charge: 0
* molecular weight: 449.9 g/mol

Geometry as XYZ:
```
46
Properties=species:S:1:pos:R:3:lowdin_spin:R:1
Pd -0.3292 0.5522 0.0663 1.446
N 1.2585 -4.0144 -2.5316 0.000
C -0.0065 -4.3851 -2.2077 0.000
O -0.4421 -5.4938 -2.4431 0.001
C -0.8616 -3.3375 -1.5594 0.003
C -2.0285 -3.7493 -0.9225 0.007
C -2.8667 -2.8011 -0.3644 0.003
C -2.5052 -1.4685 -0.4375 0.034
N -1.3803 -1.0674 -1.0373 0.106
C -0.5770 -1.9818 -1.5899 0.014
H 1.8554 -4.7092 -2.9458 0.000
H 1.6551 -3.1353 -2.2599 0.000
H -2.2618 -4.8050 -0.8909 0.000
H -3.7886 -3.0858 0.1221 0.000
H -3.1115 -0.6822 -0.0037 0.014
H 0.2879 -1.5819 -2.1036 0.001
N 0.8880 -1.0277 2.5590 0.051
C 0.4298 -0.3064 1.7795 0.179
C -3.3777 3.8670 0.6892 0.035
C -2.6189 2.6258 1.1782 0.142
C -1.4332 3.0609 2.0567 0.027
C -3.5661 1.7580 2.0339 0.052
C -2.1506 1.8311 0.0034 1.089
H -3.7354 4.4536 1.5379 0.006
H -4.2395 3.5767 0.0843 0.001
H -2.7262 4.4939 0.0779 0.003
H -1.7796 3.6475 2.9109 0.002
H -0.7335 3.6671 1.4804 0.001
H -0.9016 2.1858 2.4347 0.005
H -3.9195 2.3221 2.9006 0.008
H -3.0398 0.8705 2.3913 0.003
H -4.4333 1.4412 1.4505 0.002
H -2.7280 1.8569 -0.9217 0.082
C 6.0789 1.2353 -0.0617 0.000
C 4.6964 0.6926 -0.2480 0.003
C 4.4282 -0.6704 -0.1329 0.007
C 3.1190 -1.0669 -0.3098 0.006
N 2.1403 -0.2118 -0.5872 0.043
C 2.4931 1.0794 -0.6621 0.058
S 1.1767 2.1974 -0.8873 0.543
N 3.7208 1.5566 -0.5172 0.025
H 6.7206 0.9258 -0.8885 0.000
H 6.5083 0.8507 0.8635 0.000
H 6.0500 2.3210 -0.0285 0.000
H 5.2058 -1.3828 0.1027 0.000
H 2.8289 -2.1048 -0.1807 0.000
```

=====

[2]
This record from the OMol25 dataset describes C4H6N2OS as an isolated structure at a distorted geometry. The level of theory is ωB97M-V with the def2-TZVPD basis set.

Summary:
* 2S+1: 1
* HOMO-LUMO gap: 8.56 eV
* net charge: 0
* molecular weight: 130.2 g/mol

Geometry as XYZ:
```
14
Properties=species:S:1:pos:R:3:mulliken_charge:R:1
C 1.4847 -0.4826 -0.1944 0.750
C 0.7715 0.6491 -0.8308 -0.694
C -1.7649 0.6107 0.1463 -0.007
C 0.3844 -1.3420 0.4721 -0.735
H 0.5464 0.7290 -1.8762 0.265
H 1.5300 1.4713 -0.7895 0.376
H -0.2518 1.9512 0.7761 0.319
H -2.6261 1.1543 1.0788 0.246
H 0.8639 -2.2142 0.8049 0.425
H 0.1112 -1.0022 1.4874 0.331
N -0.4589 1.1658 -0.1740 -0.350
N -2.2621 -0.4632 -0.2582 -0.310
O 2.6920 -0.6030 -0.0796 -0.565
S -1.0202 -1.6242 -0.5630 -0.051
```

=====

[3]
This record from the OMol25 dataset describes an isolated ion of composition C9H16N4 and charge +2 at a distorted geometry. The level of theory is ωB97M-V with the def2-TZVPD basis set.

Summary:
* 2S+1: 1
* HOMO-LUMO gap: 4.96 eV
* net charge: +2
* molecular weight: 180.3 g/mol

Geometry as XYZ:
```
29
Properties=species:S:1:pos:R:3:mulliken_charge:R:1
C 2.1458 3.0545 1.7832 -0.098
C 0.5017 2.8848 0.2577 -0.346
C -0.1190 0.6349 -2.1022 -0.057
C -1.6380 -1.2672 -0.2610 -0.128
C 1.5879 0.7106 0.9432 -0.390
C -0.1929 -1.4275 -0.9203 -1.233
C 1.6835 0.2842 -0.5471 -0.930
C -1.9638 -2.4324 0.5491 -0.184
C -2.6859 -3.5985 0.2189 -1.031
N 1.6350 4.2316 1.6762 -0.595
N 0.6612 4.0845 0.7152 0.207
N 1.3865 2.1556 1.0081 0.111
N 0.4717 -0.1839 -1.2654 0.269
H 2.8971 2.7012 2.4347 0.432
H -1.1506 0.5106 -2.2748 0.248
H 0.3797 1.4357 -2.4783 0.326
H -1.5082 -0.2845 0.2857 0.369
H -2.4039 -1.1434 -1.1908 0.450
H 0.8575 0.1549 1.5224 0.268
H 2.5892 0.3841 1.3807 0.349
H 0.3248 -2.0908 -0.3352 0.633
H -0.3862 -1.9068 -1.8877 0.442
H 2.1044 1.1941 -1.0900 0.452
H 2.3800 -0.5665 -0.7285 0.454
H -1.4210 -2.5460 1.3980 0.533
H -3.2182 -3.5235 -0.6959 0.368
H -3.2200 -4.0539 1.0728 0.410
H -1.7681 -4.3547 0.0707 0.369
H 0.0698 4.9583 0.4605 0.302
```

=====

[4]
This record from the OMol25 dataset describes C19H37N2O27Tl as an isolated structure at a distorted geometry. The level of theory is ωB97M-V with the def2-TZVPD basis set.

Summary:
* 2S+1: 1
* HOMO-LUMO gap: 3.94 eV
* net charge: 0
* molecular weight: 929.9 g/mol

Geometry as XYZ:
```
86
Properties=species:S:1:pos:R:3:mulliken_charge:R:1
Tl 2.6749 -5.7887 21.1610 1.047
N 1.7564 -2.1723 22.3812 0.929
O 2.5433 -3.0553 22.0063 -0.442
O 2.0660 -1.0039 22.1822 -0.373
O 0.7518 -2.4460 23.0381 -0.445
N 2.8188 -4.0731 24.8259 0.959
O 3.5438 -3.8372 25.7934 -0.560
O 3.1125 -4.9163 23.9685 -0.516
O 1.7758 -3.4107 24.6998 -0.300
O -2.0386 -4.8868 20.8055 -0.501
C -0.9542 -4.2382 21.3288 0.556
O 0.1771 -4.4637 20.8772 -0.456
O -1.1408 -3.4274 22.2600 -0.276
H -2.7530 -4.4613 21.3293 0.326
C -0.9381 0.5172 22.2586 -0.254
O -2.3674 0.4072 22.3827 -0.453
C -2.8851 -0.6235 23.0435 0.893
O -2.3633 -1.3641 23.8141 -0.511
O -4.1912 -0.6200 22.7741 -0.418
C -5.0136 -1.4802 23.5715 -0.647
H -0.4787 -0.1935 21.5710 0.089
H -0.3763 0.5207 23.1879 0.194
H -0.8903 1.4805 21.7478 0.224
H -5.3035 -0.9744 24.4924 0.253
H -4.4519 -2.3832 23.8194 0.314
H -5.8805 -1.7521 22.9790 0.262
C 5.7231 -1.7874 20.6027 -0.172
O 6.0103 -2.3339 19.2959 -0.391
C 5.2618 -3.3339 18.8795 0.743
O 4.3196 -3.8476 19.4195 -0.423
O 5.7892 -3.7822 17.7589 -0.402
C 5.1289 -4.8412 17.1041 -0.687
H 4.8155 -1.1916 20.5756 -0.119
H 6.5837 -1.1831 20.8759 0.254
H 5.6224 -2.5792 21.3431 0.290
H 5.9020 -5.3875 16.5629 0.391
H 4.3884 -4.4394 16.4167 0.272
H 4.6968 -5.5991 17.7592 0.263
C -3.0010 0.2872 26.6059 -0.579
O -1.7276 0.7547 26.2552 -0.334
C -0.7636 -0.1685 26.2872 0.889
O -0.9017 -1.3442 26.2923 -0.522
O 0.3935 0.4511 26.2936 -0.422
C 1.5390 -0.3613 26.1508 -0.297
H -3.3445 -0.5994 26.0692 0.156
H -3.7468 1.0667 26.4852 0.275
H -3.0232 -0.0254 27.6580 0.340
H 1.6987 -0.8579 27.1085 0.325
H 2.3857 0.3000 26.0127 0.273
H 1.4731 -1.0235 25.2926 -0.031
C 1.5590 -6.2457 16.0896 -0.610
O 1.4697 -4.8222 16.2409 -0.403
C 1.5912 -4.3554 17.4749 0.648
O 1.8938 -5.0063 18.4249 -0.299
O 1.4068 -3.0588 17.4693 -0.396
C 1.2791 -2.4126 18.7315 0.472
H 1.4622 -6.4497 15.0298 0.246
H 0.8530 -6.7705 16.7215 0.283
H 2.5865 -6.5329 16.3412 0.229
H 1.0134 -1.3699 18.6054 0.270
H 2.2324 -2.4377 19.2786 -0.260
H 0.6514 -2.9781 19.4198 -0.172
C 3.6112 5.7727 21.9151 -0.635
O 4.5900 4.8303 22.3706 -0.357
C 4.7616 3.7577 21.5938 0.759
O 4.2012 3.5527 20.5672 -0.495
O 5.6478 2.9423 22.1927 -0.377
C 5.7969 1.6199 21.6913 -0.439
H 3.6951 6.6466 22.5585 0.241
H 2.5974 5.3891 22.0096 0.277
H 3.8496 6.0907 20.9009 0.294
H 6.2341 1.6135 20.6960 0.365
H 4.9066 0.9994 21.8039 0.066
H 6.5082 1.1576 22.3815 0.341
C 2.9306 1.2083 19.7046 -0.209
O 2.1851 2.1949 19.0430 -0.273
C 0.9188 1.9779 18.6916 0.705
O 0.3181 0.9213 18.6191 -0.607
O 0.3740 3.1708 18.3950 -0.340
C -0.9509 3.1897 17.8775 -0.664
H 3.9962 1.3772 19.5586 0.322
H 2.7703 0.1443 19.5239 -0.020
H 2.7587 1.3610 20.7766 0.213
H -0.9274 2.8814 16.8368 0.280
H -1.4232 4.1386 18.1009 0.274
H -1.5660 2.4681 18.4298 0.285
```

=====

[5]
This record from the OMol25 dataset describes one molecule with the formula C5H7NO. The level of theory is ωB97M-V with the def2-TZVPD basis set.

Summary:
* SMILES string: C#CCCNC=O
* 2S+1: 1
* HOMO-LUMO gap: 10.76 eV
* net charge: 0
* molecular weight: 97.1 g/mol

Geometry as XYZ:
```
14
Properties=species:S:1:pos:R:3:mulliken_charge:R:1
C 1.7779 1.2175 -1.0427 0.125
C 1.3581 0.1343 -0.7243 -0.495
C 0.7703 -1.1447 -0.3231 -0.501
C -0.3960 -0.9900 0.7068 -0.618
N -0.8008 0.3741 0.9650 -0.228
C -1.5307 1.0465 0.0278 0.026
O -2.0792 0.5214 -0.9189 -0.547
H 2.1419 2.1725 -1.3512 0.384
H 1.5511 -1.7882 0.0980 0.319
H 0.4005 -1.6503 -1.2206 0.263
H -1.2752 -1.5141 0.3287 0.265
H -0.1176 -1.4441 1.6609 0.349
H -0.2031 0.9343 1.5555 0.301
H -1.5974 2.1307 0.2381 0.358
```

=====

[6]
This record from the OMol25 dataset describes a 2-piece molecular cluster, C2H8O2 overall at a distorted geometry. The level of theory is ωB97M-V with the def2-TZVPD basis set.

Summary:
* SMILES string: COC.O
* 2S+1: 1
* HOMO-LUMO gap: 10.56 eV
* net charge: 0
* molecular weight: 64.1 g/mol

Geometry as XYZ:
```
12
Properties=species:S:1:pos:R:3:mulliken_charge:R:1
C -0.4040 -1.2474 0.2174 -0.529
O -1.6676 -0.7394 -0.2500 -0.344
C -1.7339 0.6413 -0.1737 -0.550
H 0.4125 -0.6627 -0.2036 0.191
H -0.4375 -2.2333 -0.1946 0.232
H -0.3360 -1.3042 1.2689 0.306
H -2.3692 0.8991 0.6981 0.225
H -2.2273 1.1225 -1.0765 0.204
H -0.7631 1.1447 -0.0093 0.259
O 3.4500 1.0519 -0.0556 -0.646
H 2.7766 0.8372 0.6343 0.326
H 3.2995 0.4904 -0.8553 0.326
```